Molecular formula: C15H20N4OS2
Method: DFT, ωB97M-V/def2-TZVPD

Each line ends with the natural charge from an NBO analysis.
Cartesian coordinates (Å):
C 3.6788 3.5320 3.6577  -0.62
C 2.8861 2.6102 2.7811  -0.01
C 2.6945 1.2834 3.1310  -0.22
C 1.9493 0.4161 2.3435  0.00
C 1.3639 0.9143 1.1789  0.18
C 1.5517 2.2466 0.7984  -0.02
C 2.3137 3.0746 1.6045  -0.22
H 2.4578 4.1060 1.3149  0.20
C 0.9278 2.7679 -0.4632  -0.64
H 1.0507 3.8455 -0.5297  0.22
H -0.1368 2.5376 -0.4890  0.22
H 1.3944 2.3203 -1.3427  0.21
N 0.5988 0.0748 0.3342  -0.65
C -0.5143 -0.6161 0.6937  0.69
O -0.9717 -0.6326 1.8143  -0.61
C -1.1083 -1.4090 -0.4611  -0.51
H -1.1189 -0.8122 -1.3752  0.23
H -2.1354 -1.6666 -0.2005  0.24
C -0.2991 -2.6889 -0.6863  -0.40
C -0.6834 -3.4070 -1.9710  -0.51
H -0.5562 -2.7667 -2.8420  0.25
H -0.1034 -4.3221 -2.0884  0.23
S -2.4312 -3.9445 -1.9946  0.28
C -3.1491 -2.6164 -2.8366  -0.14
N -2.5289 -1.5898 -3.2959  -0.31
N -3.3148 -0.7109 -3.9148  -0.34
C -4.5558 -1.0508 -3.9495  0.24
N -5.5283 -0.3608 -4.5835  -0.80
H -6.4820 -0.5371 -4.3187  0.40
H -5.2949 0.5815 -4.8509  0.41
S -4.8875 -2.6008 -3.1496  0.30
H -0.4392 -3.3563 0.1666  0.21
H 0.7658 -2.4466 -0.7520  0.21
H 0.7809 0.1735 -0.6544  0.40
C 1.8007 -1.0189 2.7370  -0.64
H 2.5017 -1.2746 3.5273  0.21
H 0.7864 -1.2017 3.0908  0.26
H 1.9731 -1.6726 1.8824  0.21
H 3.1444 0.9056 4.0382  0.20
H 4.2314 4.2547 3.0613  0.21
H 3.0089 4.0836 4.3180  0.22
H 4.3784 2.9747 4.2758  0.21

**Spin multiplicity**: 1
**SMILES string**: Cc1cc(C)c(NC(=O)CCCSc2nnc(N)s2)c(C)c1
**HOMO-LUMO gap**: 8.670 eV
**Relative energy (zero: lowest compared OMol25 entry of this formula, charge and spin)**: 9.98 kcal per mole

***

Molecular formula: C5H10O
Method: DFT, ωB97M-V/def2-TZVPD

Each line ends with the natural charge from an NBO analysis.
Cartesian coordinates (Å):
C -0.6343 -0.9563 1.6991  -0.60
C -1.2124 -0.3073 0.4306  -0.47
C -0.1548 0.1694 -0.5114  0.36
C 0.1376 1.6154 -0.7263  -0.68
C 1.6677 -0.5106 -1.2951  -0.17
O 0.3342 -0.7931 -1.2952  -0.46
H -0.0455 -0.2389 2.2819  0.20
H 0.0197 -1.7938 1.4323  0.21
H -1.4351 -1.3409 2.3401  0.21
H -1.8687 0.5280 0.7045  0.21
H -1.8142 -1.0574 -0.1046  0.22
H 0.6511 1.7090 -1.6920  0.23
H -0.7993 2.1958 -0.7136  0.20
H 0.7983 2.0733 0.0196  0.22
H 2.1691 -0.5900 -0.3424  0.16
H 2.1864 -0.7024 -2.2276  0.16

**Spin multiplicity**: 1
**HOMO-LUMO gap (spin up / spin down)**: 7.665 / 8.560 eV
**Relative energy (zero: lowest compared OMol25 entry of this formula, charge and spin)**: 90.41 kcal per mole

***

Molecular formula: C20H30FeN5O2
Method: DFT, ωB97M-V/def2-TZVPD

Each line ends with the Löwdin spin population.
Cartesian coordinates (Å):
Fe -0.0675 0.0776 -0.0704  4.23
C 2.3016 0.1996 2.5236  0.00
C 2.7985 -0.9085 1.6215  0.01
N 1.9760 -1.0905 0.4045  0.11
C 2.7378 -0.9864 -0.8396  0.01
C 2.8204 0.4632 -1.2352  0.01
N 1.4757 0.9245 -1.6105  0.07
C 1.4341 2.3955 -1.7832  0.01
C 1.1253 3.1133 -0.4722  0.00
C -0.3600 3.3873 -0.2596  0.01
N -1.1244 2.2057 0.2274  0.07
C -1.5419 2.3135 1.6315  0.00
C -0.4570 1.8247 2.5479  0.01
N -0.1589 0.4269 2.2311  0.10
C 0.9214 -0.1215 3.0720  0.01
H 2.2869 1.1533 1.9850  0.00
H 3.0101 0.3068 3.3453  0.00
H 2.8099 -1.8383 2.1902  0.00
H 3.8267 -0.6896 1.3303  0.00
H 1.5034 -1.9884 0.4439  0.00
H 2.2280 -1.5542 -1.6209  0.00
H 3.7440 -1.3914 -0.7273  0.00
H 3.5212 0.5925 -2.0618  0.00
H 3.1732 1.0689 -0.3976  0.00
H 1.2462 0.4825 -2.4986  0.00
H 0.6870 2.6354 -2.5320  0.00
H 2.3883 2.7470 -2.1807  0.00
H 1.6521 4.0679 -0.4589  0.00
H 1.5037 2.5190 0.3688  0.00
H -0.7983 3.7413 -1.1910  0.00
H -0.4621 4.1990 0.4618  0.00
H -1.9652 2.0995 -0.3329  0.00
H -2.4378 1.7039 1.7677  0.00
H -1.8000 3.3408 1.8918  0.00
H -0.7885 1.9284 3.5836  0.00
H 0.4490 2.4228 2.4324  0.00
H -0.9991 -0.1210 2.4120  0.00
H 0.7902 -1.2025 3.1290  0.00
H 0.8227 0.2712 4.0859  0.00
O -1.9018 -3.5518 -0.1265  0.04
C -1.5572 -2.4275 -0.3436  0.01
O -0.6573 -1.7221 0.2788  0.18
C -2.1976 -1.6192 -1.4674  0.01
C -3.1870 -2.2395 -2.2378  0.00
C -3.7708 -1.5147 -3.2352  0.00
C -3.3781 -0.1810 -3.4576  0.00
C -3.9555 0.6234 -4.4678  0.00
C -3.5636 1.9188 -4.6411  0.00
C -2.5643 2.4640 -3.8135  0.00
C -1.9841 1.7041 -2.8356  0.00
C -2.3669 0.3704 -2.6268  0.01
N -1.7812 -0.3724 -1.6283  0.08
H -3.4535 -3.2620 -2.0172  0.00
H -4.5462 -1.9562 -3.8512  0.00
H -4.7222 0.1907 -5.0991  0.00
H -4.0154 2.5296 -5.4107  0.00
H -2.2607 3.4943 -3.9589  0.00
H -1.2096 2.0983 -2.2063  0.00

**Spin multiplicity**: 6
**Net charge**: +2
**HOMO-LUMO gap (spin up / spin down)**: 8.687 / 6.399 eV
**Relative energy (zero: lowest compared OMol25 entry of this formula, charge and spin)**: 7.62 kcal per mole
**<S²>**: 8.76

***

Molecular formula: C5H12N4
Method: DFT, ωB97M-V/def2-TZVPD

Each line ends with the natural charge from an NBO analysis.
Cartesian coordinates (Å):
C 0.5245 0.3505 -0.0429  0.49
C 1.2099 1.5788 -0.1289  -0.75
C -2.4545 -1.5529 0.3709  -0.52
C 2.7200 -0.6496 0.2530  -0.48
C -1.6225 1.1572 -0.6622  -0.49
N 0.8840 -1.9076 0.5037  0.32
N -1.2934 -0.8726 0.5926  0.06
N 1.2351 -0.7807 0.2808  -0.14
N -0.9066 0.1594 0.0266  -0.02
H 2.0933 1.7789 0.4122  0.32
H 1.6796 1.7321 -1.0652  0.32
H 0.4346 2.3090 0.1346  0.29
H -2.2013 -2.3256 -0.4146  0.33
H -2.8263 -2.1752 1.3288  0.33
H -3.2288 -0.8168 0.1333  0.24
H 3.2551 -1.4182 0.7541  0.30
H 2.9852 -0.6769 -0.8985  0.29
H 3.1628 0.1462 0.8523  0.28
H -1.0168 1.6392 -1.4176  0.28
H -2.5341 0.5412 -1.0577  0.28
H -2.0998 1.7836 0.0449  0.29

**Spin multiplicity**: 1
**Net charge**: +2
**HOMO-LUMO gap (spin up / spin down)**: 7.363 / 8.113 eV
**Relative energy (zero: lowest compared OMol25 entry of this formula, charge and spin)**: 185.60 kcal per mole

***

Molecular formula: C5H6Cl2N2O4RhY
Method: DFT, ωB97M-V/def2-TZVPD

Each line ends with the Löwdin spin population.
Cartesian coordinates (Å):
Rh 4.3767 -1.6327 -1.1659  2.32
Y 0.4967 -0.4142 0.2297  0.02
Cl 2.9778 -0.9055 0.7460  0.17
Cl -0.1271 -1.6714 -1.7385  0.01
C 0.7530 1.2720 -1.3538  0.00
C 5.4250 -2.4155 0.0687  0.16
C 5.7538 -1.9340 -2.3167  0.17
O 0.7507 2.2616 -1.9746  0.00
O 6.1242 -2.9348 0.8530  0.03
O 6.7396 -2.1908 -2.8962  0.13
C -3.6944 -0.2846 -0.0664  0.09
N -3.5101 0.8267 0.8709  0.47
C -2.3530 1.3004 1.2751  0.02
N -2.3313 2.4812 1.9207  0.37
O -1.2076 0.7166 1.0761  -0.04
H -2.8034 -0.4746 -0.6915  0.01
H -4.5255 -0.0240 -0.7322  0.02
H -3.9201 -1.1991 0.4945  0.05
H -4.3101 1.2989 1.2770  0.00
H -1.4298 2.9231 2.0102  0.01
H -3.1850 3.0006 2.1138  0.01

**Spin multiplicity**: 5
**Net charge**: +4
**HOMO-LUMO gap (spin up / spin down)**: 8.736 / 5.147 eV
**<S²>**: 6.04